[1]
This record from the Open Molecules 2025 dataset describes a cluster of 9 separate species, C37H69Cl3O14 in total in a non-equilibrium geometry. The level of theory is the ωB97M-V functional and the def2-TZVPD basis.

XYZ file:
```
123
Properties=species:S:1:pos:R:3:forces:R:3
Cl -27.186360 -7.725090 24.473530 -0.876 -0.065 0.167
Cl -25.369570 -6.544190 22.595640 0.049 0.365 -0.017
Cl -25.701470 -5.301150 25.265450 -0.249 -0.589 -0.555
O -27.880720 -7.742830 31.693550 1.914 0.423 -2.243
O -21.438610 -3.607650 24.287620 -0.405 -1.923 -1.668
O -24.641160 -9.960450 29.054620 -1.576 1.263 0.399
O -24.284390 -7.503300 27.606340 -1.382 -1.184 1.704
O -27.029890 -5.329980 30.625010 0.435 0.375 -0.634
O -18.973480 -10.866800 23.279940 -2.172 0.470 1.320
O -23.393020 -5.669450 18.593680 1.213 0.732 -0.100
O -22.801480 -10.183950 27.131890 2.291 -0.548 -1.506
O -21.131640 -9.309310 22.734020 -0.703 -0.170 2.054
O -24.871340 -9.743610 19.645510 -0.832 0.480 -0.973
O -29.780720 -9.239960 27.032910 -0.537 0.512 -0.333
O -25.069030 -12.671810 25.022070 -0.278 1.011 0.949
O -20.668710 -11.793230 27.646330 0.986 0.655 -1.783
O -30.254640 -8.667200 20.192580 0.456 -0.538 0.612
C -25.032230 -10.226940 22.011140 0.640 0.231 -0.065
C -21.450570 -2.631050 26.384860 -0.798 0.712 0.790
C -21.968810 -9.646550 24.945820 -0.274 0.739 0.350
C -30.813630 -9.116520 26.039680 0.089 0.609 0.652
C -24.873850 -10.015420 17.236850 -0.487 -0.120 -0.188
C -31.470630 -7.996220 20.026270 -0.148 -0.390 -1.481
C -21.050920 -5.786030 23.571890 1.595 -0.568 -0.029
C -30.776060 -7.743950 25.362260 0.708 0.222 -0.293
C -26.067500 -10.766700 25.959670 -0.595 0.353 -0.807
C -26.339580 -11.981140 25.055610 1.438 0.867 0.945
C -27.034590 -7.728960 30.768750 -0.975 -1.171 1.412
C -21.908910 -10.281860 26.270930 -1.455 0.546 -0.412
C -24.188770 -4.819610 19.365140 -1.810 -0.645 0.607
C -21.039470 -9.838000 24.006820 -0.060 0.235 -2.975
C -29.079460 -10.383520 29.030160 -0.615 0.308 -1.411
C -23.676430 -14.510100 24.315250 0.849 0.642 1.909
C -28.038090 -8.843470 20.970970 0.185 -1.509 0.719
C -19.733080 -11.197160 25.501320 0.885 -1.350 2.009
C -20.677300 -11.117760 26.454620 -0.987 -0.516 1.134
C -29.233610 -7.993550 20.927830 -1.004 0.256 -1.403
C -32.251260 -8.778070 18.989030 -1.085 -0.336 -0.410
C -24.244840 -9.512970 20.876080 0.297 -0.680 0.442
C -25.064820 -7.616670 28.577350 1.586 1.353 -1.802
C -26.350330 -8.906340 30.244390 -0.396 -0.383 0.035
C -30.004380 -10.398840 27.796410 0.306 -0.207 0.768
C -19.834330 -10.700290 24.163260 1.578 0.194 -0.129
C -21.308980 -6.904530 18.295160 -1.002 1.435 1.084
C -25.420360 -8.851350 29.275570 1.225 -2.514 0.659
C -26.537800 -6.481670 30.142380 -0.917 1.217 1.157
C -25.732010 -6.824750 24.292930 1.133 0.266 0.560
C -25.634080 -6.455490 29.168040 -0.532 1.378 -0.420
C -21.777590 -4.971200 24.565100 -0.534 1.685 0.071
C -22.242080 -6.118550 19.273110 0.322 -1.335 -0.110
C -25.149840 -4.173280 18.416180 0.390 0.122 -0.078
C -22.135710 -2.673710 25.030930 1.614 0.714 0.126
C -24.854480 -13.600590 24.046820 -0.357 -2.360 -1.826
C -24.185430 -9.348840 18.440760 -0.750 -1.029 0.065
H -24.544790 -10.066030 22.972710 0.566 -0.091 0.013
H -29.906130 -11.259500 27.134820 0.482 -0.442 0.090
H -24.928860 -7.442500 24.694730 -0.077 0.241 -0.007
H -25.698820 -14.286860 23.981880 -0.568 0.094 -0.288
H -21.955640 -7.681530 17.887460 0.645 -0.195 -0.228
H -30.385530 -6.978230 26.032530 -0.115 -0.176 0.386
H -25.957400 -9.898440 17.255240 -0.068 0.468 0.309
H -21.534000 -1.634710 26.818970 0.027 0.043 0.172
H -31.273300 -7.074810 19.478390 0.023 0.749 0.701
H -22.615940 -6.801290 20.036130 0.209 -0.451 0.333
H -23.150430 -9.683680 18.509660 0.279 0.077 0.011
H -24.837190 -5.397950 20.023290 0.060 -0.671 0.430
H -31.022420 -10.486540 28.175870 -0.470 0.455 -0.098
H -23.238180 -9.913800 20.757440 0.331 -0.539 0.538
H -19.999470 -5.577620 23.769660 0.330 -0.457 0.136
H -25.420220 -5.499110 28.714160 0.251 0.039 -0.006
H -25.767360 -4.962970 17.988200 -0.063 0.185 -0.167
H -21.720240 -5.352200 19.846250 0.059 0.535 -0.380
H -27.640380 -5.432330 31.358790 -0.225 -0.698 0.213
H -25.775200 -3.464390 18.958860 0.013 0.190 -0.340
H -30.107710 -7.673160 24.504130 0.092 -0.388 -0.096
H -20.438910 -7.238150 18.860640 -0.192 -0.506 -0.061
H -28.308480 -9.687400 21.605620 0.540 -0.123 0.508
H -31.576590 -9.095850 18.194080 -0.081 -0.070 0.051
H -21.106560 -5.481800 22.526680 -0.903 0.062 0.071
H -21.901060 -1.815090 24.401790 -0.663 0.759 0.620
H -29.611440 -7.788490 21.929470 0.145 0.522 0.089
H -21.235500 -6.853940 23.688530 0.015 0.035 -0.145
H -26.664060 -11.637000 24.073590 0.172 -0.194 -0.245
H -25.965270 -11.011910 27.016800 0.006 -0.093 -0.147
H -23.207060 -2.844690 25.136090 -0.162 -0.103 -0.293
H -20.410790 -9.706940 22.240190 0.626 -0.144 -0.350
H -24.555220 -9.579940 16.289780 0.235 0.230 0.102
H -29.322820 -9.489780 29.604700 0.011 -0.049 0.119
H -29.282890 -11.269120 29.632180 0.461 -0.004 -0.009
H -27.774940 -9.346580 20.040520 0.098 0.665 -0.298
H -24.021390 -8.478480 21.136870 -0.640 0.487 -0.250
H -22.732400 -8.915580 24.724460 -0.364 -0.170 0.152
H -27.144340 -12.545770 25.526420 0.101 -0.601 -0.205
H -23.737680 -4.131730 20.080290 0.987 0.244 -0.541
H -24.033340 -9.753790 28.340870 0.464 -0.011 -0.674
H -20.923970 -6.224900 17.534910 -0.248 -0.130 -0.221
H -25.064560 -11.302840 21.839390 -0.030 0.046 -0.095
H -32.871460 -9.611820 19.318140 0.674 -0.457 0.512
H -21.474160 -5.105400 25.603380 0.006 -0.879 0.066
H -22.859140 -5.085220 24.491930 -0.249 -0.056 0.063
H -23.810410 -14.948440 25.304190 -0.076 -0.315 0.062
H -25.204650 -10.191110 25.624580 0.376 -0.364 0.018
H -28.065110 -10.267180 28.648490 0.142 -0.429 0.428
H -26.568480 -9.877390 30.663750 -0.001 0.044 0.250
H -21.968920 -3.312150 27.059780 0.214 -0.075 0.204
H -22.802720 -13.874070 24.457360 0.354 -0.007 -0.246
H -31.732820 -7.365330 25.002610 -0.220 -0.431 0.168
H -31.759560 -9.196600 26.575310 -0.274 -0.129 -0.049
H -28.901690 -7.126050 20.357410 -0.644 0.816 0.250
H -30.726010 -9.978330 25.378080 -0.105 0.100 -0.435
H -24.783900 -11.092690 17.097230 0.602 -0.094 0.552
H -32.067900 -7.878530 20.930440 0.281 0.315 0.298
H -26.871260 -10.048340 25.798360 -0.374 -0.156 0.492
H -24.651260 -13.214920 23.047800 -0.476 0.722 -0.187
H -24.219690 -8.274040 18.262580 0.048 0.227 0.400
H -20.394460 -2.895550 26.332200 -0.109 0.022 -0.214
H -21.551880 -11.665730 28.000380 -0.526 0.198 0.527
H -18.863240 -11.735960 25.846960 0.299 -0.276 -0.562
H -33.047600 -8.182760 18.542320 0.260 0.609 -0.169
H -24.514350 -3.740060 17.643800 -0.549 0.462 -0.217
H -23.417010 -15.314060 23.626440 -0.520 0.341 -0.337
H -27.227120 -8.238570 21.376570 0.166 -0.455 -0.038
H -26.039930 -9.884240 22.246100 -0.048 0.213 -0.788
```
Positions in Å, forces in eV/Å.

SMILES: O=C1C=C(O)C(=O)C=C1O.O=C1C=C(O)C(=O)C=C1O.ClC(Cl)Cl.CCOCC.CCOCC.CCOCC.CCOCC.CCOCC.CCOCC
Kohn-Sham gap, eV: 7.17
Total charge: 0
HOMO, eV: -9.48
E_tot, hartree: -3884.9104

[2]
This record from the Open Molecules 2025 dataset describes a cluster of 9 separate species, C37H70N2O19S2 in total in a non-equilibrium geometry. The level of theory is the ωB97M-V functional and the def2-TZVPD basis.

XYZ file:
```
130
Properties=species:S:1:pos:R:3:forces:R:3
S -9.840490 7.817890 2.579750 -0.431 -1.070 4.016
S -10.865950 7.338540 7.700820 0.796 -0.389 -0.890
O -12.757420 10.269480 11.166230 -4.116 1.501 -0.632
O -9.161480 5.589690 11.518040 -0.284 -1.450 -2.598
O -14.616570 10.436290 6.167510 -1.936 -1.286 2.233
O -13.532400 6.632130 11.587410 1.247 1.714 -0.246
O -7.990100 5.185320 9.634110 -0.308 0.238 -0.298
O -10.472580 11.201350 2.756290 1.166 1.480 0.570
O -15.437140 6.232450 10.339140 1.847 -0.146 0.768
O -9.191270 10.941460 8.590430 0.574 1.403 0.816
O -13.967180 11.421590 12.804240 1.463 -1.265 -1.808
O -9.838570 8.433640 4.012760 -0.168 -0.258 -2.355
O -9.830900 4.016870 10.003440 -0.523 -0.519 -0.498
O -16.092410 8.848110 6.830400 -0.380 -2.087 0.038
O -8.485730 11.147100 1.712350 -0.731 1.749 2.449
O -16.285770 10.834100 7.599980 -0.758 2.521 1.308
O -14.201500 4.621360 11.429720 -1.973 -1.045 -1.051
O -8.697360 12.069100 3.828560 3.482 0.570 -2.641
O -7.700570 0.523380 5.133450 0.155 0.700 -0.280
O -11.893850 10.798820 13.033060 3.088 0.229 2.811
O -11.421820 6.829140 9.005150 -0.394 0.663 -0.645
N -8.741780 0.686560 4.181120 0.216 -1.637 0.089
N -8.420270 12.142810 8.788100 -0.157 0.504 -1.822
C -9.234380 6.134370 3.041190 0.530 0.080 -2.152
C -14.456800 5.908240 10.963340 -0.630 -1.636 1.740
C -12.816590 4.428100 11.635510 -0.391 0.429 -0.022
C -7.331530 2.243670 2.885550 -0.988 -0.658 -0.511
C -12.976500 10.849490 12.371880 -3.904 1.848 -0.601
C -9.116410 11.519040 2.693390 -0.398 -2.748 -2.811
C -9.057170 4.998590 10.443930 1.208 1.455 2.876
C -11.126320 9.737130 12.588740 1.883 -2.409 -0.688
C -8.114950 14.439390 9.402160 -0.254 -0.773 -0.224
C -9.305190 12.849020 11.054280 -0.241 0.772 0.363
C -17.239060 8.819430 7.693360 -0.370 -1.701 0.031
C -10.331730 0.229510 5.903820 0.989 0.167 0.881
C -9.448090 1.074370 1.846340 -0.809 1.184 0.075
C -9.364440 3.558990 8.718840 0.269 -0.724 0.075
C -11.625490 6.366180 6.323200 -0.337 0.328 0.537
C -9.919060 1.164340 4.788940 -3.168 -0.841 -0.818
C -11.704510 9.424130 11.174180 2.287 -1.045 0.491
C -15.566390 10.060990 6.876760 3.233 0.703 -4.070
C -17.517650 10.201490 7.897490 -0.737 3.264 1.807
C -10.837650 11.395040 4.096620 -0.490 -0.604 3.071
C -6.622110 14.208780 9.654840 -0.799 -0.038 -0.046
C -10.480350 13.500330 8.889180 1.989 -0.005 1.928
C -7.354010 -0.244310 2.419130 0.042 0.430 -0.069
C -8.197240 4.474910 8.421980 -0.464 0.420 -0.990
C -9.941540 2.561630 5.318040 0.782 0.776 0.714
C -12.410370 5.812660 12.063100 0.438 0.298 -1.278
C -11.558330 8.929700 7.068450 -0.640 0.508 1.517
C -10.772410 1.785300 2.409310 1.234 -0.103 0.181
C -7.010130 11.856720 8.708460 0.646 -3.405 0.897
C -9.024250 13.200530 9.621060 -0.736 -0.368 -2.751
C -6.124490 13.022900 8.805880 1.010 1.798 -0.305
C -9.523380 11.911840 4.863140 -4.149 -1.245 1.408
C -11.066900 1.058080 3.760760 0.454 0.364 -2.528
C -8.278610 0.940450 2.836610 1.431 0.953 0.500
C -6.672310 11.093440 7.291500 -1.264 0.674 1.559
C -11.547060 7.292790 2.239790 -0.398 0.605 -0.274
C -6.564700 10.989520 9.961880 -1.059 -0.296 -0.164
H -8.956750 10.486530 9.402610 -0.293 -0.909 0.210
H -5.909870 13.267300 7.765540 -0.074 1.089 0.006
H -8.505790 15.223240 10.050950 0.009 0.295 -0.299
H -6.921980 2.456320 1.898060 0.575 -0.446 0.048
H -18.340720 10.667920 7.356100 0.195 0.038 -0.188
H -11.636690 1.685720 1.752650 0.167 -0.532 -0.242
H -7.333980 10.323440 10.352580 -0.156 -0.856 -0.673
H -17.638720 10.294300 8.976760 -0.635 0.861 -0.149
H -9.277220 11.120780 5.571470 0.731 -0.069 -0.182
H -11.491940 6.061700 11.531520 -0.176 0.623 0.122
H -10.633300 2.866300 2.395320 0.295 0.204 0.573
H -11.751650 5.298040 6.500030 0.341 0.061 0.595
H -11.718600 11.961980 4.397630 -0.036 0.829 -1.280
H -6.062060 15.117530 9.434350 0.005 -0.014 -0.263
H -11.983560 8.388140 10.981900 -0.194 0.042 0.377
H -7.846150 -1.185070 2.172420 -0.531 0.191 0.072
H -12.120580 6.761810 2.999540 0.760 -0.186 0.474
H -10.997640 6.484470 5.440080 -0.195 0.461 0.000
H -6.781710 0.048140 1.538760 0.081 0.007 -0.015
H -9.006380 2.529480 8.722500 -0.389 -0.197 0.678
H -12.100010 8.224220 2.118200 0.051 0.057 -0.437
H -11.298730 0.512120 6.319940 0.060 -0.140 -0.017
H -9.541520 0.439090 6.624760 -0.319 -0.466 0.795
H -6.600420 2.062390 3.673410 0.269 0.095 -0.396
H -17.070480 8.515890 8.726580 0.848 -1.543 -0.615
H -9.893920 11.935940 11.142500 0.080 -0.039 0.080
H -9.636060 12.820570 5.454430 -0.115 0.196 -0.368
H -9.095290 5.580200 2.112940 -0.125 -0.077 -0.416
H -10.288380 -0.829480 5.649350 -0.177 0.074 -0.210
H -12.623320 6.798560 6.249050 0.006 -0.104 -0.555
H -6.512760 11.576270 10.879010 0.839 0.676 -0.266
H -9.032890 1.676920 1.038470 -0.163 0.012 -0.231
H -18.147030 8.378950 7.281460 0.675 -0.835 -0.344
H -10.770380 14.490580 9.240450 -0.322 -0.031 0.088
H -12.640150 8.974570 7.193950 -0.245 -0.602 -0.750
H -11.174830 8.901520 13.286970 -0.768 -0.186 0.019
H -8.237720 14.639990 8.337840 -0.169 0.589 0.022
H -11.126830 12.734710 9.318110 -0.403 0.161 -0.531
H -9.912660 5.500450 3.612310 0.138 0.689 0.584
H -10.044720 9.872150 12.587460 -0.054 1.066 -0.189
H -7.817560 3.194160 3.105670 -0.631 -0.194 0.410
H -10.784350 2.758040 5.980750 -0.718 0.045 -0.760
H -9.675790 0.104640 1.403770 -0.216 -0.094 0.254
H -9.918120 13.686310 11.387990 -0.307 -0.158 0.429
H -11.116070 10.426860 4.512800 0.399 -0.215 -0.238
H -5.162110 12.666940 9.173600 0.066 0.061 0.076
H -12.067820 1.211000 4.164310 0.220 0.415 0.211
H -5.656310 10.429550 9.739700 -0.018 0.054 0.318
H -8.567560 5.107050 7.614910 0.540 0.750 0.133
H -7.824580 -0.364310 5.477290 0.033 -0.229 -0.086
H -7.058340 10.074420 7.317620 -0.142 0.101 -0.093
H -6.546480 14.130370 10.739380 0.526 -0.734 0.104
H -7.224510 11.692860 6.567710 -0.054 -0.219 -0.178
H -8.447080 12.848790 11.726400 0.199 -0.311 -0.193
H -12.226080 5.869210 13.135920 -0.616 0.472 -0.047
H -9.157250 2.718640 6.058540 0.795 0.044 -0.476
H -11.049150 9.686020 10.343510 0.336 0.215 0.097
H -8.199990 6.276500 3.354130 -0.346 -0.024 0.802
H -11.315580 9.778920 7.707200 0.864 -0.258 0.401
H -6.654140 -0.483790 3.219710 0.074 0.270 -0.060
H -11.182260 9.212420 6.085220 -0.094 -0.791 -0.105
H -9.846530 3.220990 4.455300 -0.109 0.537 0.507
H -12.469360 4.085750 10.660660 0.826 0.028 0.359
H -7.280230 3.998360 8.075430 -0.078 -0.090 0.376
H -10.451690 13.532000 7.800020 0.237 -0.394 0.174
H -10.159090 3.616520 7.974990 -0.066 0.248 0.315
H -11.096210 0.114600 3.215700 -0.051 -1.078 1.348
H -12.552530 3.780890 12.471850 -0.599 -0.618 -0.427
H -11.557730 6.696760 1.327240 0.040 0.206 -0.149
H -5.641260 11.043010 6.941530 0.226 0.304 0.680
```
Positions in Å, forces in eV/Å.

Kohn-Sham gap, eV: 8.41
Total charge: 0
HOMO, eV: -8.21
Relative energy (zero: lowest compared OMol25 entry of this formula, charge and spin), kJ/mol: 108.2
E_tot, hartree: -3786.9535